# 1
The following is a quantum chemistry calculation of a cluster of 7 separate species, C31H68BrF5O10PS in total at a distorted geometry, from the Open Molecules 2025 dataset.

Last column: Löwdin charge in e.
Atoms and positions in Å:
C -1.59 0.96 -6.63  -0.0886
C -0.67 0.11 -5.77  -0.3005
C -0.18 0.89 -4.54  -0.6209
Br 1.20 2.14 -5.14  0.7597
C 0.40 -0.12 -3.58  -0.2635
O 1.11 0.34 -2.44  -0.0827
C 0.30 0.97 -1.47  -0.3352
C 0.10 2.47 -1.63  -0.1456
C 1.40 3.23 -1.49  -0.1608
C 1.25 4.74 -1.30  -0.0802
C 0.52 5.49 -2.38  -0.4461
F 0.87 6.80 -2.25  0.0897
F 0.90 5.13 -3.61  0.1101
C -1.05 5.46 -2.33  -0.5463
F -1.53 6.72 -2.45  0.1417
F -1.56 4.77 -3.33  0.1896
F -1.50 4.99 -1.17  0.1666
C -1.05 0.26 -1.29  -0.4645
O -2.09 1.07 -1.78  -0.1480
C -3.29 0.32 -2.02  -0.1184
C -3.38 0.07 -3.55  -0.6217
O -2.77 -0.97 -3.96  -0.1023
O -3.99 0.92 -4.21  -0.0200
P -1.28 -0.11 0.53  0.4836
S -0.32 -1.80 0.83  0.1614
H -1.24 1.98 -6.67  0.0456
H -2.59 0.90 -6.22  0.0607
H -1.60 0.59 -7.65  0.0659
H 0.21 -0.15 -6.34  0.0966
H -1.16 -0.78 -5.41  0.0165
H -1.06 1.40 -4.15  0.0951
H 1.13 -0.69 -4.16  0.1286
H -0.40 -0.82 -3.35  0.0799
H 0.84 0.89 -0.53  0.1191
H -0.51 2.75 -0.77  0.1193
H -0.48 2.74 -2.50  0.0959
H 1.87 2.87 -0.58  0.1183
H 2.10 3.02 -2.29  0.0957
H 2.25 5.16 -1.28  0.1272
H 0.79 4.98 -0.35  0.1264
H -1.10 -0.71 -1.76  0.0892
H -4.13 0.92 -1.71  0.1160
H -3.29 -0.65 -1.52  0.1057
H -0.74 0.91 1.33  -0.0137
H -2.64 -0.31 0.80  -0.0148
C 5.38 -2.25 -0.29  -0.0725
C 3.94 -1.98 0.14  -0.4948
C 2.95 -2.62 -0.81  -0.0651
O 3.71 -0.57 0.22  -0.0630
H 5.57 -1.83 -1.28  0.0780
H 6.08 -1.78 0.40  0.0714
H 5.59 -3.32 -0.32  0.0734
H 3.79 -2.37 1.15  0.1349
H 3.06 -2.20 -1.81  0.0858
H 1.93 -2.41 -0.49  0.0009
H 3.08 -3.70 -0.86  0.0677
H 3.83 -0.21 -0.67  0.0818
C -1.60 -2.91 6.41  -0.0681
C -2.19 -2.54 5.06  -0.4956
C -1.78 -3.52 3.98  -0.0762
O -1.77 -1.22 4.68  -0.0732
H -0.51 -2.90 6.37  0.0799
H -1.90 -2.18 7.17  0.0736
H -1.93 -3.90 6.73  0.0763
H -3.28 -2.50 5.13  0.1369
H -0.69 -3.53 3.87  0.0760
H -2.19 -3.23 3.02  0.0566
H -2.11 -4.54 4.21  0.0779
H -0.81 -1.23 4.59  0.0846
C -0.31 -7.59 -0.71  -0.0607
C 0.54 -6.46 -1.26  -0.5012
C 1.73 -6.99 -2.04  -0.0662
O 0.97 -5.60 -0.23  -0.0528
H 0.28 -8.20 -0.01  0.0765
H -1.16 -7.19 -0.15  0.0781
H -0.69 -8.24 -1.50  0.0770
H -0.06 -5.83 -1.91  0.1136
H 2.38 -7.59 -1.39  0.0769
H 2.33 -6.17 -2.43  0.0763
H 1.41 -7.62 -2.88  0.0776
H 1.53 -6.07 0.40  0.0863
C -1.17 3.04 4.83  -0.0558
C -2.59 3.00 5.36  -0.4981
C -2.61 2.61 6.84  -0.0635
O -3.37 2.08 4.61  -0.0561
H -0.70 2.06 4.91  0.0789
H -1.16 3.32 3.77  0.0773
H -0.55 3.76 5.38  0.0557
H -3.06 3.98 5.24  0.1346
H -2.19 1.61 6.97  0.0769
H -3.64 2.58 7.21  0.0753
H -2.04 3.32 7.44  0.0760
H -2.97 1.21 4.71  0.0658
C 3.19 6.51 6.73  -0.0669
C 2.53 5.58 5.73  -0.4962
C 2.73 6.07 4.30  -0.0616
O 1.13 5.47 6.01  -0.0642
H 2.76 7.51 6.67  0.0792
H 3.04 6.15 7.75  0.0770
H 4.27 6.59 6.55  0.0782
H 2.94 4.58 5.83  0.1388
H 2.29 7.06 4.17  0.0809
H 2.25 5.40 3.59  0.0787
H 3.79 6.13 4.05  0.0797
H 0.75 6.35 5.92  0.0878
C -1.81 -2.68 -5.21  -0.0780
C -0.58 -3.31 -4.57  -0.4520
C -0.67 -4.83 -4.52  -0.0606
O -0.39 -2.78 -3.26  -0.0747
H -2.70 -2.91 -4.63  0.0907
H -1.72 -1.59 -5.23  -0.0073
H -1.95 -3.04 -6.23  0.0948
H 0.31 -3.02 -5.13  0.1389
H -1.53 -5.15 -3.92  0.0812
H 0.22 -5.24 -4.05  0.0560
H -0.77 -5.26 -5.52  0.0765
H -1.17 -3.00 -2.73  0.0970

Charge   -1
Electronic energy   -5787.2518 Eh
LUMO energy   2.003 eV
Highest occupied orbital energy   -5.25 eV
Energy relative to the best compared isomer or geometry (same formula, charge and spin)   0.0 kcal/mol

---

# 2
The following is a quantum chemistry calculation of a cluster of 10 separate species, C31H68F3N9O11 in total at a distorted geometry, from the Open Molecules 2025 dataset.

Last column: Löwdin charge in e.
Atoms and positions in Å:
C 4.16 -1.47 2.45  -0.0447
C 4.88 -1.26 1.12  -0.2307
O 4.36 -1.69 -0.09  0.0358
C 4.88 -1.34 -1.27  -0.3176
O 6.00 -0.79 -1.45  0.1205
C 3.89 -1.63 -2.40  -0.5401
F 3.82 -0.62 -3.25  0.1925
F 4.30 -2.75 -3.04  0.1488
F 2.66 -1.86 -1.93  0.1483
H 4.68 -0.79 3.13  0.0922
H 4.20 -2.52 2.74  0.0663
H 3.12 -1.19 2.34  0.0788
H 5.87 -1.69 1.30  0.1306
H 5.00 -0.19 0.97  0.1251
C -0.83 4.31 1.73  -0.0385
N -1.00 5.53 0.95  -0.1766
C -2.07 6.42 1.32  -0.0311
C -0.57 5.45 -0.27  -0.3733
O -0.77 6.24 -1.22  -0.0415
H -1.69 3.64 1.74  0.0788
H -0.72 4.77 2.71  0.0908
H 0.09 3.77 1.53  0.0768
H -1.87 6.96 2.24  0.0926
H -2.45 7.16 0.61  0.0903
H -2.93 5.75 1.33  0.0757
H 0.06 4.55 -0.40  0.1207
C 5.67 3.62 -0.33  -0.0518
N 4.31 2.99 -0.14  -0.1460
C 3.81 2.59 -1.50  -0.0267
C 3.63 3.04 1.02  -0.3140
O 2.54 2.43 1.16  -0.0537
H 6.21 3.80 0.60  0.0770
H 5.60 4.59 -0.82  0.0864
H 6.31 2.94 -0.89  0.0850
H 2.73 2.43 -1.55  0.0640
H 4.04 3.41 -2.19  0.0719
H 4.29 1.70 -1.92  0.0738
H 4.08 3.69 1.78  0.1348
C -1.36 3.85 -3.87  -0.0477
N 0.02 3.38 -4.05  -0.1735
C 0.15 1.98 -4.39  -0.0455
C 1.05 4.14 -3.61  -0.2846
O 2.23 3.77 -3.51  -0.0409
H -1.37 4.94 -3.76  0.0885
H -1.81 3.41 -2.98  0.0610
H -1.93 3.60 -4.75  0.0836
H -0.03 1.22 -3.63  0.0800
H -0.61 1.81 -5.15  0.0791
H 1.08 1.86 -4.94  0.0903
H 0.76 5.11 -3.17  0.1308
C 0.39 -0.92 -0.15  -0.0710
N -0.49 0.03 -0.71  -0.1517
C -1.87 -0.48 -1.05  0.0011
C -0.20 1.31 -0.59  -0.3419
O -0.99 2.23 -0.73  -0.0009
H 1.37 -0.45 -0.04  0.0832
H 0.62 -1.76 -0.79  0.0688
H 0.04 -1.34 0.80  0.0744
H -1.90 -1.47 -1.50  0.0817
H -2.52 -0.51 -0.18  0.0781
H -2.28 0.20 -1.80  0.0718
H 0.88 1.49 -0.47  0.1144
C -3.54 -1.22 2.92  -0.0573
N -3.17 0.15 3.27  -0.1771
C -1.99 0.32 4.09  -0.0419
C -3.96 1.19 2.90  -0.3172
O -3.67 2.37 3.06  -0.0115
H -4.49 -1.26 2.37  0.0837
H -3.71 -1.95 3.71  0.0865
H -2.80 -1.62 2.23  0.0695
H -1.84 -0.28 4.98  0.0902
H -1.18 0.16 3.37  0.0839
H -1.86 1.37 4.37  0.0833
H -4.80 0.79 2.31  0.1257
C 2.12 -5.79 -3.90  -0.0708
N 1.56 -4.53 -4.15  -0.2108
C 1.71 -4.02 -5.49  -0.0504
C 0.77 -3.88 -3.27  -0.3007
O 0.51 -4.31 -2.11  -0.0472
H 2.01 -6.49 -4.73  0.0929
H 1.69 -6.27 -3.02  0.0914
H 3.19 -5.76 -3.71  0.0941
H 0.81 -4.35 -6.02  0.0928
H 1.68 -2.93 -5.49  0.0873
H 2.59 -4.43 -5.98  0.0961
H 0.43 -2.88 -3.59  0.1354
C -4.01 4.00 -1.13  -0.1093
N -4.90 3.19 -0.40  -0.1668
C -4.90 1.86 -1.02  -0.0201
C -5.58 3.66 0.65  -0.3582
O -6.35 2.99 1.27  0.0215
H -4.05 5.03 -0.80  0.0883
H -4.22 3.99 -2.20  0.0892
H -2.95 3.76 -1.09  0.0623
H -5.05 1.91 -2.10  0.0882
H -3.87 1.52 -0.92  0.0555
H -5.53 1.13 -0.51  0.0905
H -5.28 4.69 0.91  0.1336
C 2.65 -4.80 4.54  -0.0293
N 1.75 -3.65 4.29  -0.1805
C 1.93 -2.45 5.14  -0.0290
C 0.96 -3.56 3.21  -0.3414
O 0.21 -2.62 2.91  -0.0408
H 3.64 -4.39 4.36  0.0800
H 2.39 -5.61 3.86  0.0843
H 2.47 -5.19 5.54  0.0901
H 2.96 -2.10 5.05  0.0741
H 1.21 -1.70 4.82  0.0826
H 1.79 -2.64 6.20  0.0874
H 0.98 -4.49 2.61  0.1349
C -2.20 -4.65 0.37  -0.0809
N -3.28 -4.75 1.30  -0.1742
C -4.67 -5.11 0.79  -0.0078
C -3.09 -4.71 2.65  -0.3643
O -3.92 -5.01 3.46  0.0095
H -2.43 -4.37 -0.65  0.0834
H -1.74 -5.63 0.26  0.0884
H -1.46 -3.93 0.72  0.0749
H -4.54 -5.96 0.12  0.0756
H -5.31 -5.40 1.63  0.0788
H -5.10 -4.37 0.10  0.0778
H -2.05 -4.41 2.87  0.1232

Charge   0
Electronic energy   -2841.9729 Eh
LUMO energy   0.277 eV
Highest occupied orbital energy   -8.71 eV
Energy relative to the best compared isomer or geometry (same formula, charge and spin)   164.8 kcal/mol

---

# 3
The following is a quantum chemistry calculation of a cluster of 10 separate species, C31H68O10 in total at a distorted geometry, from the Open Molecules 2025 dataset.

Last column: Löwdin charge in e.
Atoms and positions in Å:
C 3.62 0.58 0.85  -0.1393
C 3.12 2.00 0.36  -0.1392
C 4.32 2.92 0.56  -0.1864
O 4.92 2.34 1.73  -0.1435
C 4.96 0.95 1.46  -0.2152
H 3.71 -0.15 0.06  0.0747
H 2.91 0.13 1.52  0.0850
H 2.28 2.37 0.96  0.0724
H 2.84 2.07 -0.71  0.1050
H 3.96 3.93 0.77  0.1127
H 5.01 2.88 -0.31  0.1310
H 5.15 0.44 2.43  0.1345
H 5.68 0.76 0.70  0.1045
C 0.11 1.61 3.38  -0.1346
C -1.25 2.31 2.93  -0.1240
C -0.70 3.70 2.57  -0.2078
O 0.70 3.60 2.37  -0.1530
C 1.20 2.68 3.33  -0.1952
H 0.42 0.81 2.65  0.1044
H 0.03 1.01 4.27  0.0944
H -1.98 2.41 3.73  0.1061
H -1.67 1.76 2.10  0.0575
H -0.91 4.28 3.46  0.1143
H -1.19 4.17 1.70  0.1218
H 1.31 3.18 4.30  0.1304
H 2.11 2.24 2.98  0.0930
C -3.03 -1.25 3.33  -0.1495
C -4.14 -2.34 3.48  -0.1090
C -4.21 -2.83 1.99  -0.1767
O -3.89 -1.69 1.19  -0.1741
C -3.41 -0.62 2.02  -0.1958
H -2.02 -1.62 3.20  0.1096
H -2.93 -0.55 4.14  0.1039
H -5.08 -1.86 3.76  0.1098
H -3.98 -3.14 4.20  0.1144
H -5.23 -3.18 1.81  0.1186
H -3.56 -3.65 1.73  0.0882
H -4.15 0.17 2.10  0.1209
H -2.57 -0.21 1.44  0.0978
C 4.68 -3.09 -1.12  -0.1433
C 3.21 -3.44 -0.67  -0.1488
C 2.50 -3.49 -2.05  -0.1998
O 2.97 -2.27 -2.61  -0.1741
C 4.34 -2.04 -2.20  -0.1810
H 5.31 -3.93 -1.50  0.1157
H 5.22 -2.64 -0.32  0.0837
H 2.76 -2.61 -0.12  0.1009
H 3.12 -4.38 -0.08  0.1050
H 1.42 -3.54 -1.97  0.0886
H 2.98 -4.28 -2.65  0.1230
H 4.41 -1.01 -1.85  0.0999
H 4.89 -2.10 -3.13  0.1106
C -3.47 1.32 -1.72  -0.1707
C -2.97 1.86 -3.06  -0.1444
C -3.21 3.37 -2.79  -0.1850
O -2.98 3.64 -1.39  -0.1405
C -3.27 2.48 -0.68  -0.2234
H -2.89 0.46 -1.36  0.0749
H -4.56 1.17 -1.76  0.1114
H -3.55 1.47 -3.87  0.0991
H -1.88 1.59 -3.18  0.1195
H -4.27 3.52 -3.06  0.1188
H -2.57 4.11 -3.33  0.1166
H -4.22 2.50 -0.05  0.1278
H -2.44 2.14 -0.03  0.0918
C 0.37 4.82 -1.01  -0.1427
C 0.33 4.62 -2.54  -0.1320
C 1.86 4.79 -2.94  -0.2239
O 2.59 4.62 -1.79  -0.1464
C 1.81 5.22 -0.75  -0.1920
H 0.26 3.90 -0.41  0.1050
H -0.39 5.55 -0.71  0.1155
H -0.22 5.39 -3.12  0.1084
H 0.00 3.66 -3.02  0.0944
H 2.12 5.70 -3.44  0.1016
H 2.17 3.98 -3.66  0.1143
H 2.05 6.29 -0.85  0.1268
H 2.22 5.00 0.20  0.0836
C -1.56 -5.94 1.25  -0.1431
C -0.86 -4.60 0.85  -0.1427
C 0.17 -4.49 1.95  -0.2313
O -0.36 -5.12 3.09  -0.1363
C -0.87 -6.33 2.54  -0.2202
H -1.56 -6.77 0.52  0.1194
H -2.59 -5.67 1.50  0.0874
H -1.59 -3.81 0.83  0.0774
H -0.36 -4.79 -0.09  0.1049
H 0.52 -3.47 2.22  0.1285
H 1.10 -5.05 1.70  0.1223
H -1.52 -6.82 3.30  0.1297
H -0.05 -7.00 2.34  0.1119
C 1.49 0.68 -3.46  -0.1635
O 2.36 1.04 -4.50  -0.1041
H 0.84 1.50 -3.19  0.0515
H 0.91 -0.17 -3.84  0.0904
H 1.97 0.24 -2.60  0.0525
H 2.66 1.94 -4.47  0.0470
C -3.90 -2.61 -1.99  -0.1603
O -2.72 -2.21 -1.33  -0.1735
H -3.54 -3.05 -2.97  0.0960
H -4.51 -3.41 -1.52  0.0835
H -4.51 -1.69 -2.16  0.0816
H -2.96 -2.10 -0.37  0.0576
C -0.22 -0.83 -0.38  -0.1361
O 0.01 -1.77 -1.41  -0.1300
H -1.06 -0.14 -0.61  0.0589
H -0.58 -1.29 0.54  0.0530
H 0.74 -0.31 -0.16  0.0886
H -0.62 -2.49 -1.51  0.0483

Charge   0
Electronic energy   -1974.1262 Eh
LUMO energy   0.562 eV
Highest occupied orbital energy   -9.07 eV

---

# 4
The following is a quantum chemistry calculation of a cluster of 5 separate species, C31H69ClF2NO11PS4 in total at a distorted geometry, from the Open Molecules 2025 dataset.

Last column: Löwdin charge in e.
Atoms and positions in Å:
C 3.56 0.59 3.17  -0.0950
C 3.96 2.01 2.67  -0.2262
C 4.76 1.99 1.34  -0.2219
C 3.93 2.47 0.13  -0.1977
C 3.08 1.29 -0.40  -0.1842
C 2.10 1.84 -1.47  -0.0986
C 0.95 0.88 -1.81  -0.4693
F 0.36 1.41 -2.93  0.0100
N 1.51 -0.43 -2.07  -0.1433
P 1.15 -1.28 -3.50  0.5624
O -0.49 -1.15 -3.78  -0.3414
Cl 2.01 -0.05 -5.00  0.1560
C -0.19 0.85 -0.72  -0.4297
O -1.31 0.29 -1.34  0.0528
C -0.59 2.30 -0.32  -0.0456
C 0.23 2.89 0.82  -0.3263
C -0.36 2.70 2.22  0.0036
F 0.29 4.28 0.59  -0.0420
O 0.29 0.17 0.40  -0.0102
C -0.50 -0.88 0.95  -0.3341
C -1.92 -0.50 1.40  -0.0799
C -2.21 -0.37 2.90  -0.1775
C -3.53 0.41 3.15  -0.1825
C -4.73 -0.05 2.28  -0.1591
C -5.26 1.15 1.48  -0.2466
O -6.64 1.04 1.13  -0.1962
C -6.80 0.24 -0.04  -0.1079
C -0.49 -2.12 0.01  -0.1639
O -1.54 -3.00 0.30  -0.1655
C -1.31 -4.25 -0.33  -0.0928
C 0.38 -1.30 2.17  -0.1061
O -0.07 -2.52 2.75  -0.0007
C 0.95 -3.38 3.03  -0.5126
C 1.62 -3.33 4.40  0.0299
O 1.31 -4.21 2.24  0.1338
H 2.55 0.65 3.57  0.0515
H 3.56 -0.13 2.35  0.0572
H 4.24 0.28 3.97  0.0633
H 3.07 2.62 2.50  0.0903
H 4.58 2.45 3.46  0.0849
H 5.11 0.98 1.11  0.0981
H 5.62 2.65 1.46  0.0804
H 3.27 3.29 0.44  0.1016
H 4.58 2.84 -0.67  0.1128
H 3.74 0.59 -0.91  0.1155
H 2.57 0.85 0.46  0.0919
H 2.67 1.92 -2.40  0.1233
H 1.76 2.85 -1.23  0.1118
H 1.51 -1.04 -1.26  0.0755
H -0.66 -1.88 -4.39  0.0287
H -1.99 0.96 -1.47  0.1026
H -0.54 2.94 -1.20  0.1312
H -1.64 2.30 -0.01  0.0744
H 1.27 2.55 0.85  0.0989
H -0.16 3.57 2.85  0.0897
H -1.41 2.44 2.19  0.0655
H 0.18 1.88 2.69  0.0679
H -2.16 0.48 0.96  0.1080
H -2.67 -1.17 0.99  0.1122
H -1.45 0.19 3.45  0.0970
H -2.34 -1.36 3.34  0.1186
H -3.31 1.46 2.94  0.0892
H -3.81 0.36 4.20  0.1093
H -5.54 -0.33 2.96  0.1152
H -4.53 -0.92 1.66  0.1037
H -4.64 1.41 0.61  0.1017
H -5.22 2.02 2.15  0.1188
H -7.71 0.59 -0.55  0.0842
H -5.97 0.36 -0.74  0.0810
H -6.90 -0.80 0.25  0.0880
H 0.46 -2.66 0.17  0.1253
H -0.51 -1.83 -1.05  0.1039
H -1.27 -4.15 -1.41  0.0921
H -2.18 -4.87 -0.09  0.0791
H -0.42 -4.72 0.09  0.0853
H 1.37 -1.48 1.74  0.1347
H 0.51 -0.49 2.89  0.1129
H 1.22 -2.56 5.04  0.0822
H 1.51 -4.33 4.83  0.0873
H 2.69 -3.19 4.20  0.0897
C 9.54 1.83 3.71  -0.2699
S 7.96 1.62 2.86  0.7980
O 6.93 1.41 3.91  -0.5362
C 8.34 0.00 2.17  -0.2611
H 9.50 2.78 4.25  0.0498
H 9.69 1.02 4.41  0.0578
H 10.34 1.86 2.98  0.0527
H 8.58 -0.70 2.98  0.0590
H 9.19 0.08 1.49  0.0542
H 7.47 -0.35 1.63  0.0441
C 0.71 3.35 -9.01  -0.2755
S -0.73 2.29 -8.75  0.7960
O -1.91 3.02 -9.28  -0.5611
C -0.75 2.47 -6.96  -0.2731
H 0.88 3.41 -10.09  0.0471
H 0.51 4.34 -8.61  0.0564
H 1.58 2.91 -8.53  0.0516
H -0.85 3.52 -6.69  0.0581
H 0.16 2.06 -6.54  0.0269
H -1.61 1.92 -6.57  0.0499
C -5.35 3.47 -2.34  -0.2540
S -3.92 4.24 -1.56  0.8604
O -3.17 3.15 -0.86  -0.5603
C -4.84 5.12 -0.30  -0.2542
H -4.99 2.82 -3.14  0.0546
H -5.89 2.87 -1.60  0.0460
H -5.99 4.24 -2.75  0.0569
H -5.42 4.41 0.30  0.0558
H -5.51 5.84 -0.77  0.0561
H -4.13 5.64 0.34  0.0543
C -2.06 -8.40 0.73  -0.2710
S -1.29 -8.42 -0.89  0.8099
O -1.57 -7.10 -1.52  -0.5496
C -2.42 -9.61 -1.62  -0.2740
H -1.53 -7.67 1.35  0.0483
H -3.11 -8.10 0.64  0.0587
H -1.98 -9.39 1.18  0.0516
H -3.44 -9.24 -1.56  0.0575
H -2.33 -10.56 -1.10  0.0514
H -2.14 -9.74 -2.67  0.0484

Charge   0
Electronic energy   -4698.8708 Eh
LUMO energy   0.469 eV
Highest occupied orbital energy   -8.67 eV